{"formula": "C32H50F9Li3N5O10P", "method": "ωB97M-V with the def2-TZVPD basis set", "max_force_ev_per_a": 3.929, "e_tot_ev": -96291.884, "homo_lumo_gap_ev": 9.17, "homo_energy_ha": -0.35478, "multiplicity": 1, "species": ["N", "H", "C", "H", "C", "H", "H", "O", "C", "O", "H", "H", "H", "H", "C", "C", "H", "C", "F", "H", "H", "F", "H", "H", "C", "H", "C", "H", "H", "O", "C", "H", "H", "H", "H", "F", "H", "O", "H", "H", "H", "C", "C", "C", "C", "C", "H", "H", "O", "H", "H", "H", "F", "C", "H", "H", "H", "Li", "C", "C", "N", "O", "C", "H", "F", "C", "H", "C", "H", "H", "C", "C", "C", "F", "F", "H", "H", "H", "F", "H", "C", "Li", "C", "P", "C", "H", "H", "N", "F", "H", "C", "C", "N", "C", "H", "O", "H", "H", "H", "O", "O", "Li", "C", "H", "N", "C", "H", "C", "O", "H"], "xyz": [[7.86140, -8.57304, 22.66656], [4.57577, -12.60968, 23.22644], [2.49006, -7.73857, 14.42206], [2.97414, -6.87561, 13.88488], [3.18500, -4.17462, 21.54971], [5.87251, -8.21596, 17.26905], [-2.21238, -7.91543, 21.55361], [-1.00201, -10.95723, 22.01281], [-2.48920, -10.88380, 23.82649], [3.33099, -0.91795, 21.50890], [0.73257, -10.88154, 21.04901], [4.02025, -8.58989, 15.73605], [3.97181, -6.09330, 16.31269], [5.98081, -5.71732, 17.91352], [4.17003, -7.14579, 23.72477], [3.49258, -12.38970, 21.42691], [6.90619, -11.18451, 24.07075], [2.62447, -11.67873, 23.59871], [4.63116, -0.55573, 24.10782], [2.55844, -8.61009, 13.76668], [3.89987, -7.77362, 26.18908], [-2.43287, -9.59426, 23.63069], [2.68258, -4.88462, 20.90134], [3.08590, -9.23548, 25.53526], [2.95281, -8.23493, 26.03128], [0.01526, -12.45423, 19.16740], [5.29164, -0.60723, 22.90961], [1.00967, -12.73352, 24.69906], [4.47169, -10.96521, 22.53564], [4.94973, -2.51288, 21.56287], [6.70933, -6.49784, 18.15498], [0.02977, -6.63590, 22.02820], [2.49281, -8.45781, 27.00075], [8.63014, -10.20461, 25.60100], [2.07043, -6.34033, 25.82881], [5.49694, 0.62242, 22.45058], [2.59128, -13.57460, 24.77377], [2.83445, -9.32871, 21.11621], [-1.41450, -12.88861, 20.16457], [1.64668, -13.60283, 23.28076], [1.42043, -7.51754, 14.52877], [9.39640, -4.09889, 17.43473], [7.57944, -9.93960, 25.77304], [7.40679, -9.32584, 23.39526], [2.13250, -7.24799, 25.18701], [6.83701, -10.17713, 24.44015], [-1.21659, -11.25690, 19.43859], [8.08240, -8.38647, 27.22733], [5.39062, -9.71298, 21.23028], [7.18871, -10.56992, 26.59757], [-1.56349, -8.45937, 20.06561], [2.35677, -6.27125, 23.18832], [10.26925, -4.73344, 18.24411], [-0.07769, -7.51166, 21.31911], [2.40268, -8.78307, 16.27021], [3.71517, -7.13966, 17.68908], [0.27371, -8.37531, 21.91445], [5.70015, -10.48365, 19.59054], [3.88755, -11.91794, 22.73483], [-0.01832, -11.63373, 21.15271], [3.18618, -12.68521, 20.37028], [7.96105, -5.78012, 18.12828], [-1.47095, -7.69886, 20.78075], [7.97744, -7.87043, 25.56815], [9.18171, -2.87059, 17.87467], [8.03955, -4.84491, 17.24228], [1.91103, -11.06084, 23.07927], [7.46878, -8.52461, 26.31246], [0.38115, -12.44610, 21.74883], [1.90799, -6.95939, 20.32809], [4.26766, -3.52552, 20.76402], [3.30447, -6.85014, 16.71741], [4.41493, -1.35935, 21.87665], [9.90058, -3.99097, 16.21649], [-3.70439, -11.32293, 23.36066], [6.44965, -8.24864, 26.49059], [6.78578, -7.24594, 16.15181], [5.09680, -4.10900, 20.38034], [-2.50033, -11.14316, 25.11208], [3.99949, -2.93944, 19.87766], [-1.40165, -11.63204, 23.05817], [5.89703, -7.89596, 21.90809], [2.69476, -7.12452, 23.77564], [4.20276, -8.89955, 20.56506], [1.93753, -12.97835, 24.13149], [3.71305, -4.69726, 22.34068], [6.54415, -6.76453, 19.19790], [5.32081, -7.18574, 23.72150], [6.46679, -1.23291, 23.10484], [2.46911, -8.00792, 23.21964], [6.73843, -7.60993, 17.17568], [0.88087, -7.28843, 20.08792], [1.11871, -5.53897, 17.21331], [2.05884, -6.15102, 17.00683], [-1.81195, -6.77409, 20.27684], [4.25121, -9.46537, 19.07538], [5.80525, -9.80449, 24.59846], [7.60890, -8.24481, 17.42996], [2.95420, -11.06027, 24.47198], [-1.11620, -12.81532, 23.33819], [7.22298, -4.52076, 16.42266], [2.58290, -10.25480, 19.40170], [3.06354, -8.05923, 15.79104], [2.44831, -3.50321, 21.99019], [0.80086, -9.41297, 18.58388], [-0.71897, -12.09960, 19.90101], [1.14204, -7.62050, 25.00846], [0.94466, -8.47797, 19.23900], [4.61314, -7.44274, 20.69144], [0.43849, -6.53039, 19.44845]], "mulliken_charge": [-0.708, 0.685, -1.373, 0.288, -0.568, -0.090, 0.353, -0.279, 0.789, -0.571, -0.366, 0.355, 0.503, 0.327, 0.242, 0.001, 0.477, 0.888, -0.255, 0.396, 0.224, -0.184, -0.110, 0.045, -0.751, 0.351, 0.826, 0.328, -0.911, -0.356, 0.258, 0.367, 0.454, 0.343, 0.369, -0.237, 0.439, -1.230, 0.433, 0.286, 0.348, 0.849, -0.695, 0.456, -0.895, 0.790, 0.301, 0.379, -1.234, 0.328, 0.326, 0.109, -0.243, 0.687, 0.106, -0.983, -0.367, 0.708, 1.012, 1.160, -0.658, -0.355, -1.634, 0.302, -0.249, 0.364, -0.466, -0.920, 0.163, -1.167, -0.565, 1.401, 0.423, -0.257, -0.278, 0.103, 0.385, 0.209, -0.253, 0.460, 0.516, 0.722, 1.977, 1.336, -1.504, 0.380, -0.016, -0.833, -0.236, -1.109, -0.839, 0.790, -0.643, -0.115, 0.445, -1.397, -0.573, 0.372, -0.016, -0.581, -0.536, 0.998, -0.218, 0.559, -0.821, -1.527, 0.397, 0.457, -0.928, 0.758]}